78
Properties=species:S:1:pos:R:3:forces:R:3 method="wB97M-V/def2-TZVPD" total_charge=+2 e_tot_ev=-78729.254 spin_multiplicity=2 homo_lumo_gap_ev="5.91 / 5.71"
Te -0.279 1.934 -2.643 -0.3 -0.4 1.0
Tc -0.442 -0.160 -1.129 -1.2 1.5 -0.9
S -2.258 -1.392 -1.452 1.2 -0.6 -0.2
P -0.123 -0.202 1.213 0.2 0.3 0.8
P 1.916 -0.580 -1.235 1.2 -1.0 -0.1
O -8.515 -0.263 0.531 -0.1 0.0 -0.1
O -8.944 -0.157 -1.636 -0.3 0.1 0.0
N 1.604 -1.742 2.623 -0.4 0.1 0.5
N 3.334 -2.187 0.517 0.4 0.0 -0.6
C -8.124 -0.326 -0.596 0.2 -0.1 0.2
C 2.080 -0.947 -3.959 -0.1 0.1 0.1
C -4.609 -1.558 -0.082 0.1 0.0 0.0
C -6.667 -0.601 -0.885 0.0 0.1 -0.1
C -4.656 -0.331 -2.174 0.1 0.0 -0.1
C -1.384 2.034 2.131 0.1 -0.1 0.0
C 2.882 -3.207 4.028 0.0 -0.1 0.2
C -0.759 5.463 -0.101 0.0 0.0 0.0
C 4.629 -3.689 1.859 0.2 -0.1 0.0
C 1.220 -2.862 -2.578 0.1 0.0 0.1
C 3.933 -4.072 4.146 -0.2 0.1 0.1
C 1.147 5.879 -1.515 0.0 0.1 0.1
C 0.019 1.411 2.145 -0.1 -0.1 -0.4
C 1.003 2.299 1.382 0.0 -0.2 0.0
C 0.273 6.293 -0.519 0.0 0.0 0.0
C -5.958 -1.312 0.079 -0.1 0.0 0.0
C 0.509 1.167 3.569 0.0 0.0 0.1
C -3.964 -1.052 -1.208 -0.2 0.5 0.1
C -0.920 4.210 -0.671 -0.1 -0.1 -0.1
C -6.014 -0.116 -2.015 0.0 -0.1 0.1
C 2.271 -1.749 -2.667 -0.3 0.1 0.0
C 3.197 0.713 -1.322 -0.4 0.2 0.0
C 2.660 -2.558 2.797 0.4 -0.1 -0.6
C 1.412 -1.180 1.462 0.1 -0.1 -0.6
C 0.998 4.629 -2.094 0.0 -0.2 -0.1
C -0.031 3.802 -1.657 0.0 -0.3 -0.1
C 4.805 -4.316 3.060 0.1 0.1 -0.2
C 3.551 -2.795 1.699 -0.4 0.1 0.4
C -1.320 -1.213 2.133 -0.1 0.0 -0.3
C 2.298 -1.409 0.369 -0.5 0.1 0.4
C 3.685 -2.328 -2.653 0.0 0.1 0.0
H 4.105 -4.582 5.084 0.0 0.0 0.0
H 0.386 7.275 -0.078 0.0 0.0 0.0
H 2.166 -1.625 -4.810 0.0 0.0 0.0
H -4.063 -2.135 0.653 0.0 0.0 0.0
H -8.529 -0.323 -2.488 0.1 -0.1 0.0
H 5.291 -3.865 1.022 0.0 0.0 0.0
H -1.449 5.797 0.662 0.0 0.0 0.0
H 3.917 -2.837 -1.727 0.0 -0.1 0.1
H 3.764 -3.049 -3.470 0.0 0.0 0.0
H -0.222 0.620 4.164 0.0 0.0 0.0
H 3.180 1.319 -0.419 0.0 0.0 0.0
H 0.657 2.494 0.365 0.1 0.0 0.1
H 1.938 6.535 -1.854 0.0 0.0 0.0
H 3.011 1.360 -2.179 0.1 0.0 0.0
H -6.538 0.458 -2.769 0.0 0.0 0.0
H -1.313 3.088 2.404 0.0 0.0 0.0
H -4.137 0.055 -3.043 0.0 0.0 0.0
H -1.837 1.976 1.136 0.0 0.0 0.1
H 4.436 -1.558 -2.831 0.0 0.0 0.0
H 0.212 -2.466 -2.733 0.0 -0.1 0.0
H 2.844 -0.177 -4.074 0.0 0.0 0.0
H 4.172 0.235 -1.415 0.0 -0.1 0.0
H 2.210 -3.009 4.852 0.0 0.0 0.0
H 1.096 -0.477 -4.015 0.0 0.0 -0.1
H -2.297 -0.732 2.159 0.0 0.0 0.0
H 1.253 -3.375 -1.613 0.0 0.0 0.0
H 1.100 3.258 1.893 0.0 0.0 0.0
H -1.738 3.572 -0.360 0.0 0.0 0.0
H 0.666 2.133 4.053 0.0 0.0 0.0
H 5.626 -5.008 3.187 0.0 0.0 0.0
H 1.994 1.840 1.346 0.0 0.0 0.0
H -2.047 1.552 2.848 0.0 0.0 0.0
H 1.453 0.625 3.593 0.0 0.0 0.0
H 1.398 -3.606 -3.355 0.0 0.0 0.0
H -6.484 -1.669 0.954 0.0 0.0 0.0
H 1.671 4.310 -2.881 0.0 0.0 0.0
H -0.941 -1.355 3.143 0.0 0.0 0.0
H -1.409 -2.185 1.648 0.0 0.0 0.0

79
Properties=species:S:1:pos:R:3:forces:R:3 method="wB97M-V/def2-TZVPD" total_charge=+1 e_tot_ev=-87924.787 homo_lumo_gap_ev="6.56 / 6.56"
Pd 0.040 1.263 -1.691 -0.3 0.6 0.2
S -0.222 3.781 -2.558 0.0 -0.4 0.0
P -1.586 -0.146 0.443 0.4 -0.5 -0.2
P 1.476 -0.122 0.584 -0.1 0.1 0.2
Si 2.565 -0.599 -2.289 -0.1 -0.1 0.3
Si -2.633 -0.280 -2.446 0.0 0.0 0.0
O 1.156 3.198 -2.382 -0.2 -0.1 0.1
N -1.264 2.751 -2.248 0.3 0.3 -0.2
N -1.509 0.132 -1.118 -0.1 -0.2 0.0
N 1.446 -0.070 -1.001 0.2 0.1 -0.5
C 1.936 2.789 3.401 0.0 0.0 0.0
C 2.438 -2.680 0.794 0.0 0.0 0.0
C 2.648 -1.350 1.159 -0.1 -0.1 0.0
C -1.605 3.268 3.463 0.0 0.0 0.0
C -3.146 -2.071 -2.325 0.0 0.0 0.0
C -1.629 1.229 1.602 0.2 -0.2 0.2
C -1.676 -0.042 -4.029 0.0 0.0 0.0
C 4.319 -0.663 -1.657 0.0 0.0 0.0
C 4.492 -3.290 1.873 0.0 0.0 0.0
C 1.649 1.573 2.805 0.0 0.0 0.0
C 2.576 3.702 1.265 0.0 0.0 0.0
C 1.824 1.426 1.428 0.0 0.0 -0.1
C 2.022 -2.276 -2.900 0.0 0.0 0.0
C 4.699 -1.970 2.243 0.0 0.0 0.0
C 2.283 2.489 0.656 0.0 0.0 0.1
C -1.818 0.935 2.961 0.0 0.1 0.1
C 2.401 3.850 2.633 0.0 0.0 0.0
C -1.423 2.545 1.178 0.0 0.1 0.0
C -1.809 1.962 3.888 0.0 0.0 0.0
C -3.743 -3.455 1.336 0.0 0.0 0.0
C 3.775 -0.995 1.892 0.0 0.0 0.0
C -1.425 3.561 2.113 0.0 0.0 -0.1
C 2.453 0.601 -3.704 0.0 0.0 -0.1
C -2.682 -2.605 1.070 0.0 0.0 0.0
C -2.919 -1.247 0.882 0.0 0.0 0.0
C -4.129 0.823 -2.395 0.0 0.0 0.0
C -4.210 -0.733 0.982 0.0 0.0 0.0
C -5.268 -1.588 1.245 0.0 0.0 0.0
C -5.033 -2.947 1.414 0.0 0.0 0.0
C 3.359 -3.648 1.153 0.0 0.0 0.0
C -0.113 -0.589 1.293 -0.2 0.2 0.0
H -3.566 -4.511 1.484 0.0 0.0 0.0
H 1.802 2.909 4.468 0.0 0.0 0.0
H 1.449 0.669 -4.132 0.0 0.0 0.0
H -2.193 -0.547 -4.849 0.0 0.0 0.0
H 2.945 4.525 0.668 0.0 0.0 0.0
H -4.785 0.611 -3.243 0.0 0.0 0.0
H 3.945 0.036 2.172 0.0 0.0 0.0
H -3.668 -2.332 -3.250 0.0 0.0 0.0
H -1.293 4.587 1.796 0.0 0.0 0.0
H -2.287 -2.740 -2.233 0.0 0.0 0.0
H -1.960 1.747 4.937 0.0 0.0 0.0
H 4.996 -0.802 -2.504 0.0 0.0 0.0
H 3.104 0.225 -4.499 0.0 0.0 0.0
H 5.217 -4.045 2.147 0.0 0.0 0.0
H 2.615 -2.564 -3.771 0.0 0.0 0.0
H 1.296 0.741 3.401 0.0 0.0 0.0
H -1.985 -0.088 3.274 0.0 0.0 0.0
H -6.273 -1.196 1.322 0.0 0.0 0.0
H -3.831 1.870 -2.440 0.0 0.0 0.0
H 2.782 1.608 -3.452 0.0 0.0 0.0
H 2.152 -3.053 -2.145 0.0 0.0 0.0
H 2.631 4.796 3.106 0.0 0.0 0.0
H -4.715 0.664 -1.488 0.0 0.0 0.0
H -1.586 1.014 -4.291 0.0 0.0 0.0
H 4.605 0.267 -1.158 0.0 0.0 0.0
H 1.559 -2.957 0.222 0.0 0.0 0.0
H -1.594 4.071 4.189 0.0 0.0 0.0
H -4.387 0.330 0.865 0.0 0.0 0.0
H 5.582 -1.695 2.802 0.0 0.0 0.0
H 0.972 -2.266 -3.202 0.0 0.0 0.0
H 2.417 2.375 -0.413 0.0 0.0 0.0
H -0.674 -0.473 -3.965 0.0 0.0 0.0
H -3.828 -2.271 -1.499 0.0 0.0 0.0
H -5.861 -3.613 1.620 0.0 0.0 0.0
H -1.672 -2.995 1.018 0.0 0.0 0.0
H 4.484 -1.487 -0.962 0.0 0.0 0.0
H 3.197 -4.680 0.871 0.0 0.0 0.0
H -1.308 2.755 0.124 0.0 0.0 0.0

87
Properties=species:S:1:pos:R:3:forces:R:3 method="wB97M-V/def2-TZVPD" total_charge=+1 e_tot_ev=-213497.705 homo_lumo_gap_ev=7.86
Zr 0.041 -0.117 0.408 -1.1 1.2 -1.6
Br 4.591 1.725 -0.146 0.0 0.1 0.0
Br 3.181 6.044 3.186 0.0 0.0 0.0
S 1.212 3.143 -2.554 0.0 -0.3 0.0
Si 0.677 -3.297 -0.823 0.0 0.2 0.2
F -0.040 -0.020 3.747 0.1 0.0 0.0
F 0.170 -2.057 2.870 0.1 0.1 0.1
O 1.641 1.010 0.247 0.6 0.8 0.3
O -1.714 1.100 -0.372 0.2 0.0 0.1
N -0.177 2.155 1.806 0.5 -0.2 -0.1
N -0.203 2.651 -4.748 0.1 0.1 -0.1
N -3.617 2.256 -0.644 -0.1 0.1 0.0
N -0.102 0.926 -3.296 -0.2 0.0 -0.2
N 0.344 0.189 -2.187 0.3 0.5 0.4
N -1.619 -1.824 0.002 -0.1 -0.5 -0.1
N -1.590 3.297 -0.953 -0.4 -0.2 0.3
C 1.463 -4.904 -0.332 0.2 -0.1 0.2
C -3.537 -2.608 -1.456 -0.1 -0.1 0.1
C 1.490 -1.761 -0.190 -0.3 -0.1 -0.2
C 3.284 2.623 0.870 0.1 -0.1 -0.2
C -4.027 -1.479 0.740 0.0 -0.1 -0.1
C 1.656 -5.178 1.030 0.0 -0.1 0.0
C -1.088 2.679 2.595 -0.1 -0.1 -0.1
C -0.677 -3.941 -4.726 0.0 0.0 0.0
C -0.992 -3.197 0.083 -0.3 0.0 -0.2
C 0.258 -3.260 -5.502 0.0 0.0 0.1
C -2.390 1.951 2.779 0.0 0.1 0.1
C 1.966 -5.809 -1.269 0.0 -0.1 0.0
C 0.352 4.504 3.211 0.1 0.0 0.0
C 2.637 -6.958 -0.862 0.0 0.0 0.0
C 2.323 -6.324 1.440 0.0 0.0 0.0
C -2.272 2.192 -0.646 0.0 -0.1 -0.1
C 1.053 2.763 1.720 -0.5 -0.1 0.1
C -0.550 -3.964 -3.343 -0.1 0.0 0.1
C 2.816 -7.215 0.491 0.0 0.0 0.0
C 1.335 -2.631 -4.888 -0.1 0.0 0.1
C 1.458 -2.666 -3.501 0.0 -0.1 0.0
C 2.012 2.115 0.915 0.1 -0.3 -0.4
C -2.565 -1.561 1.147 0.0 0.0 -0.4
C -0.854 3.879 3.301 -0.1 0.1 0.1
C -2.323 -1.693 -1.314 0.0 -0.2 0.3
C 0.502 -3.305 -2.696 0.1 0.2 -0.2
C 2.690 4.452 2.296 0.0 0.1 0.1
C -4.365 -2.666 -0.158 0.0 0.1 0.0
C 0.284 2.184 -3.575 -0.1 -0.1 0.0
C 1.376 3.940 2.416 -0.2 0.0 0.1
C 3.628 3.803 1.555 0.1 -0.1 -0.1
B 0.130 -0.721 2.621 -0.2 -1.1 1.9
H -4.633 -1.488 1.646 0.0 0.0 0.0
H -2.054 4.128 -1.275 0.0 0.0 0.0
H -2.451 -2.362 1.867 0.1 -0.1 0.2
H 0.163 -3.247 -6.582 0.0 0.0 0.1
H -4.139 -3.583 0.393 0.0 0.0 0.0
H -0.737 -3.390 1.127 0.0 0.0 0.0
H 1.833 -5.619 -2.332 0.0 0.0 0.1
H -2.626 -0.663 -1.431 0.0 0.2 0.0
H -2.656 1.383 1.891 0.0 0.0 0.0
H 2.464 -6.522 2.498 0.0 0.0 -0.1
H 2.088 -2.129 -5.485 0.0 0.0 0.0
H -0.490 2.021 -5.482 0.0 0.1 0.1
H 0.148 3.548 -5.033 0.0 0.1 -0.1
H -4.148 1.435 -0.424 0.0 -0.1 0.0
H 3.022 -7.653 -1.602 0.0 0.1 0.1
H -1.605 -1.902 -2.097 0.2 0.0 -0.1
H -2.277 -0.633 1.660 0.0 0.0 0.0
H -4.138 -2.209 -2.277 0.0 0.0 0.0
H -1.286 -4.515 -2.756 0.1 0.1 -0.1
H -1.642 4.285 3.924 0.0 0.0 0.0
H -4.237 -0.537 0.225 0.0 0.0 0.0
H 4.637 4.187 1.488 0.0 0.0 0.0
H -0.530 0.362 -4.009 -0.2 0.0 -0.1
H -5.431 -2.689 -0.381 0.0 0.0 0.0
H 2.340 -2.220 -3.041 -0.1 0.0 0.0
H 1.287 -4.483 1.786 0.1 -0.1 -0.1
H -2.292 1.253 3.614 0.0 0.0 0.0
H 1.081 0.773 -1.781 0.4 0.1 -0.1
H -3.239 -3.612 -1.762 0.0 0.0 0.0
H 0.801 -0.635 -2.537 0.3 -0.5 -0.3
H 1.948 -2.014 0.780 0.0 0.0 0.0
H -4.114 3.095 -0.886 0.0 0.0 0.0
H -1.712 -3.973 -0.205 0.0 0.1 0.1
H 3.345 -8.107 0.809 0.0 0.1 0.0
H -1.501 -4.462 -5.203 0.1 0.0 0.0
H 2.308 -1.384 -0.812 0.0 0.0 0.0
H -0.604 3.207 -1.145 0.5 0.1 -0.1
H 0.542 5.421 3.754 0.0 0.0 0.0
H -3.199 2.642 3.016 0.0 0.0 0.0